(1)
16
Properties=species:S:1:pos:R:3:lowdin_charge:R:1 method="wB97M-V/def2-TZVPD" multiplicity=1 e_above_lowest_kcal_mol=31.6
S 0.428 1.361 1.156 0.81
H -0.028 -0.933 0.588 0.03
H -0.538 -0.627 4.562 0.14
O -3.153 1.992 5.507 -0.12
O -2.543 0.697 3.720 0.00
C 0.000 0.000 0.000 -0.38
H 0.756 -0.108 -0.796 0.04
H -3.106 1.580 6.400 0.03
H -1.900 1.547 1.244 0.10
C -1.107 1.615 2.014 -0.42
N -0.451 -0.050 3.722 0.17
H -0.999 2.681 2.293 0.10
H 0.355 -0.167 3.102 0.06
C -1.393 0.748 3.221 -0.52
H -2.668 1.368 4.920 -0.09
H -0.987 0.149 -0.470 0.04

=====

(2)
98
Properties=species:S:1:pos:R:3:lowdin_charge:R:1 method="wB97M-V/def2-TZVPD" charge=-2 multiplicity=1
H -4.799 -0.831 -1.066 0.11
C 2.166 3.411 -1.016 -0.09
H 3.017 -0.808 -5.073 0.11
H 3.482 5.142 -0.905 0.11
C -4.140 6.079 -1.735 -0.13
O -1.305 -2.028 0.529 -0.26
H 4.712 2.362 -1.219 0.11
H 5.969 -0.979 0.005 0.08
O 2.232 4.376 2.124 0.09
H -5.899 1.111 2.525 0.07
K -0.540 0.079 0.219 0.79
C -4.316 -0.114 3.325 -0.23
H -0.834 3.451 -0.986 0.05
H -1.118 -4.596 0.752 0.10
H 6.776 -1.406 -2.259 0.09
H 1.299 4.068 -1.013 0.10
H 5.454 3.767 -0.431 0.11
H 5.258 -1.257 -4.201 0.09
C 4.505 3.262 -0.624 -0.19
C -5.018 5.000 -1.655 -0.13
O -0.949 4.453 -1.162 0.01
H 2.376 -1.068 6.403 0.10
C 2.652 -0.608 -4.072 -0.04
O 5.434 0.496 2.029 -0.35
C 3.175 -0.859 4.421 -0.06
H -0.980 0.587 5.146 0.08
H 3.665 4.213 -2.402 0.11
O 0.417 3.152 1.730 0.09
H -5.517 -2.986 -0.807 0.09
H -1.811 3.084 5.708 0.07
H -2.963 -6.198 0.406 0.08
C 1.563 3.426 1.464 -0.52
S 4.358 -0.499 1.986 0.58
H -6.083 5.152 -1.791 0.08
N -3.492 1.179 -0.912 0.04
N -2.978 -0.059 -0.559 -0.06
C -4.555 -3.347 -0.448 -0.10
H 1.425 1.207 6.457 0.09
C -2.512 2.967 4.875 -0.09
N 1.739 -0.086 -1.497 0.08
C -2.597 2.132 -0.968 -0.45
H 2.815 1.879 2.461 0.07
C 4.905 -1.051 -3.197 -0.09
C 2.068 1.694 4.466 -0.07
C 3.048 -0.441 -1.679 -0.14
C 1.351 -0.278 -3.856 -0.06
C 3.938 -0.566 -0.530 -0.26
H -2.609 3.933 4.374 0.07
H -3.486 2.684 5.285 0.06
C 2.493 -0.415 5.546 -0.10
C -2.094 -4.252 0.428 -0.03
H -5.215 -5.390 -0.318 0.07
H 2.110 1.687 0.307 0.11
H -4.236 0.503 4.219 0.10
C -1.946 -0.574 3.910 -0.90
H 1.989 2.629 -1.756 0.11
C -4.517 3.732 -1.403 -0.05
C 3.286 -0.022 3.321 -0.25
C 2.725 1.246 3.333 -0.04
C -2.242 -2.835 0.244 -0.42
C 2.396 2.740 0.366 -0.23
C -2.272 4.605 -1.313 -0.28
C -3.525 -2.410 -0.278 -0.16
C -4.952 0.678 2.190 -0.08
C -3.128 -5.138 0.234 -0.14
O -1.315 2.020 -0.837 -0.22
H -5.146 0.033 1.337 0.05
N -1.800 0.621 4.564 -0.01
H -4.300 1.476 1.834 0.06
C -3.152 3.506 -1.234 -0.07
O 4.791 -1.857 2.262 -0.34
C -2.006 1.917 3.897 -0.23
N -2.982 -0.654 3.048 0.01
C 5.734 -1.139 -2.114 -0.11
C 1.951 0.863 5.573 -0.11
H -1.074 2.259 3.444 0.10
C 5.274 -0.899 -0.816 -0.05
H -2.930 -1.446 2.420 0.10
H -4.515 7.075 -1.935 0.09
H 4.265 2.155 1.110 0.07
N 3.833 2.948 0.643 -0.02
H 3.160 4.220 1.803 0.10
C -2.781 5.884 -1.558 -0.04
H -2.716 1.784 3.085 0.09
H -0.086 0.283 -2.342 0.08
N 3.434 -0.317 0.723 -0.11
H 0.637 -0.214 -4.668 0.10
C 3.479 4.135 -1.330 -0.17
C -4.394 -4.695 -0.188 -0.16
H -5.174 2.875 -1.324 0.10
H -4.968 -0.957 3.572 0.11
H 3.631 -1.839 4.374 0.11
C 0.941 -0.014 -2.538 -0.15
H 1.658 2.700 4.480 0.11
C 3.555 -0.703 -2.988 -0.17
C -3.800 -1.028 -0.661 -0.15
S -0.926 -1.863 4.222 0.59
H -2.082 6.712 -1.611 0.10

=====

(3)
8
Properties=species:S:1:pos:R:3:lowdin_charge:R:1 method="wB97M-V/def2-TZVPD" multiplicity=1 e_above_lowest_kcal_mol=12.9
Cl -2.427 -1.812 -0.111 0.04
N -0.607 0.684 0.205 0.02
H -1.099 1.507 -0.075 0.09
Cl 2.843 -0.720 -0.197 0.53
H 1.145 1.190 -0.474 0.15
H -1.605 -0.702 0.408 -0.17
N 0.582 0.469 -0.013 -0.27
N 1.169 -0.617 0.257 -0.39

=====

(4)
10
Properties=species:S:1:pos:R:3:lowdin_charge:R:1 method="wB97M-V/def2-TZVPD" multiplicity=1 e_above_lowest_kcal_mol=49.0
P 1.157 0.585 0.666 0.87
H -1.096 0.595 -1.812 0.12
S 1.759 -1.232 3.052 0.55
H 2.842 -0.578 2.452 -0.15
N 0.858 -0.975 1.642 -0.82
H -1.901 0.830 -0.015 0.09
H -0.181 -1.229 1.769 0.04
N 0.160 1.319 -0.362 -0.45
H -1.350 2.291 -1.115 0.07
C -1.130 1.252 -0.787 -0.32

=====

(5)
16
Properties=species:S:1:pos:R:3:lowdin_charge:R:1 method="wB97M-V/def2-TZVPD" multiplicity=1 e_above_lowest_kcal_mol=112.5
C 0.027 -0.449 0.188 -0.47
H -1.363 2.752 1.489 0.09
H 2.630 -0.586 0.190 0.07
H -0.495 -1.408 1.879 0.09
H -1.908 2.431 -0.128 0.09
H 2.730 0.063 -1.463 0.06
O -1.940 0.450 -1.291 -0.04
N -1.507 2.097 0.740 0.11
N -1.500 -0.069 -0.015 -0.06
H -1.659 -0.244 -1.908 0.09
H 0.828 -2.174 0.957 0.09
N 0.790 -0.105 -0.762 0.03
C -1.231 0.812 0.938 -0.22
H 2.213 -1.599 -1.190 0.07
C 2.157 -0.578 -0.797 -0.14
N 0.229 -1.392 1.175 0.13

=====

(6)
15
Properties=species:S:1:pos:R:3:lowdin_charge:R:1 method="wB97M-V/def2-TZVPD" charge=+3 multiplicity=2 s2=1.3048 e_above_lowest_kcal_mol=0.0
H 0.078 0.879 -2.532 0.11
O -3.640 -1.445 -0.644 0.32
O -2.532 0.394 -0.711 0.20
O 2.548 -1.059 0.559 -0.26
H -1.145 -0.705 -2.441 0.23
H -1.618 2.203 -0.537 0.18
C 3.290 -0.280 1.208 -0.33
Li 1.999 -2.842 0.591 0.89
C -1.423 1.257 -1.047 -0.04
C -2.591 -0.834 -1.052 -0.47
Bi 1.374 0.766 0.118 2.04
C -0.228 0.890 -1.483 -0.27
O 3.166 0.942 1.237 -0.08
O -1.896 -1.365 -1.977 0.26
H -4.173 -1.801 -1.374 0.21

=====

no.,DFT total energy (Ha)
1,-723.1179
2,-3817.8199
3,-1086.3096
4,-890.0640
5,-413.2368
6,-751.7539